[1]
The following is a quantum chemistry calculation of a 2-piece molecular cluster, C3H10NS3 overall at a distorted geometry, from OMol25.

The geometry in ORCA input format:
```
! RIJCOSX wB97M-V def2-TZVPD def2/J DEFGRID3
* xyz 1 1
C 0.652 1.523 -1.036
C -0.036 -0.192 2.069
C 0.440 0.035 -0.859
N -0.559 -0.441 0.039
S 2.071 -0.565 -0.004
S -1.984 0.587 -0.080
S -0.628 -2.239 0.041
H -0.009 2.228 -1.558
H 1.600 1.788 -1.508
H 0.809 2.191 -0.128
H -0.155 -1.247 2.398
H 0.967 0.206 1.920
H -0.730 0.556 2.508
H 0.409 -0.483 -1.882
H 2.094 -1.549 -0.930
H -2.949 -0.194 -0.825
H -1.992 -2.207 -0.167
*
```

Summary:
* LUMO energy (spin up / spin down): -5.29 / -5.29 eV
* molecular weight: 156.3 g/mol
* strongest force on any atom: 3.88 eV Å⁻¹
* energy above the lowest of the compared OMol25 structures with the same formula, charge and spin: 79.8 kcal per mole

=====

[2]
The following is a quantum chemistry calculation of a 2-piece molecular cluster, C3H10O2 overall at a distorted geometry, from OMol25.

The geometry in ORCA input format:
```
! RIJCOSX wB97M-V def2-TZVPD def2/J DEFGRID3
* xyz 0 1
C 0.545 3.738 2.811
O -0.301 4.289 1.810
H 0.153 2.749 2.953
H 1.535 3.512 2.408
H 0.611 4.280 3.747
H 0.052 5.131 1.542
C -0.451 -2.057 -1.752
O -1.800 -2.408 -2.020
C 0.411 -3.315 -1.715
H -0.051 -1.395 -2.511
H -0.378 -1.566 -0.809
H -2.387 -1.948 -1.415
H 1.157 -3.337 -2.485
H 1.028 -3.421 -0.816
H -0.126 -4.252 -1.749
*
```

Summary:
* SMILES string: CCO.CO
* LUMO energy: 0.82 eV
* molecular weight: 78.1 g/mol
* strongest force on any atom: 1.31 eV Å⁻¹
* energy above the lowest of the compared OMol25 structures with the same formula, charge and spin: 26.0 kcal per mole

=====

[3]
The following is a quantum chemistry calculation of a 2-piece molecular cluster, C3H10O2S overall at a distorted geometry, from OMol25.

The geometry in ORCA input format:
```
! RIJCOSX wB97M-V def2-TZVPD def2/J DEFGRID3
* xyz 1 2
C -1.129 0.454 -0.067
O -1.837 -0.041 1.066
C 0.355 0.043 0.030
C 1.157 1.217 -0.654
S 1.681 0.662 -2.284
H -1.658 -0.026 -0.886
H -1.374 1.514 -0.060
H -1.293 -0.485 1.703
H 0.788 0.025 1.029
H 0.705 -0.857 -0.484
H 2.026 1.554 -0.059
H 0.575 2.147 -0.623
H 0.639 1.109 -3.066
H -0.772 -2.739 1.015
H 0.023 -2.161 2.135
O 0.116 -2.415 1.205
*
```

Summary:
* LUMO energy (spin up / spin down): -4.00 / -9.05 eV
* molecular weight: 110.2 g/mol
* strongest force on any atom: 2.44 eV Å⁻¹
* energy above the lowest of the compared OMol25 structures with the same formula, charge and spin: 14.9 kcal per mole

=====

[4]
The following is a quantum chemistry calculation of a 3-piece molecular cluster, C3H10O2S2 overall, from OMol25.

The geometry in ORCA input format:
```
! RIJCOSX wB97M-V def2-TZVPD def2/J DEFGRID3
* xyz 0 1
C 0.294 2.052 0.257
C 0.543 0.602 -0.048
O -0.109 -0.180 0.954
C -1.184 2.444 0.137
S -1.271 4.216 0.491
S 0.585 -3.102 0.093
H 0.600 2.349 1.251
H 0.905 2.715 -0.348
H 1.605 0.359 -0.084
H 0.167 0.363 -1.056
H -0.057 -1.102 0.658
H -1.525 2.268 -0.879
H -1.764 1.806 0.794
H -2.598 4.355 0.578
H 0.648 -6.660 -0.527
H 1.887 -5.894 -1.007
O 1.273 -6.591 -1.264
*
```

Summary:
* LUMO energy: -4.70 eV
* molecular weight: 142.2 g/mol
* strongest force on any atom: 0.85 eV Å⁻¹
* energy above the lowest of the compared OMol25 structures with the same formula, charge and spin: 99.6 kcal per mole

=====

[5]
The following is a quantum chemistry calculation of a 2-piece molecular cluster, C3H10O3 overall at a distorted geometry, from OMol25.

The geometry in ORCA input format:
```
! RIJCOSX wB97M-V def2-TZVPD def2/J DEFGRID3
* xyz 0 1
O -0.115 -0.384 4.407
O 0.297 -0.081 1.394
C 0.000 0.000 0.000
C -0.326 -1.222 3.279
C -0.886 -0.412 2.066
H 0.394 0.393 4.094
H -0.888 0.631 -0.173
H -0.150 -0.967 -0.509
H 0.878 0.499 -0.444
H 0.606 -1.803 3.142
H -1.120 -1.928 3.588
H -1.555 -1.043 1.451
H -1.461 0.479 2.384
O 0.985 2.365 3.088
H 1.358 1.628 2.553
H 0.147 2.603 2.632
*
```

Summary:
* SMILES string: COCCO.O
* LUMO energy: 0.72 eV
* molecular weight: 94.1 g/mol
* strongest force on any atom: 2.41 eV Å⁻¹
* energy above the lowest of the compared OMol25 structures with the same formula, charge and spin: 25.5 kcal per mole

=====

[6]
The following is a quantum chemistry calculation of a 2-piece molecular cluster, C3H10O3 overall, from OMol25.

The geometry in ORCA input format:
```
! RIJCOSX wB97M-V def2-TZVPD def2/J DEFGRID3
* xyz 0 1
C 0.620 0.399 0.082
O 0.767 1.763 -0.312
C 0.059 -0.402 -1.087
C -0.496 -1.748 -0.614
O -0.945 -2.561 -1.700
H 1.578 0.020 0.438
H -0.088 0.385 0.904
H 1.699 2.014 -0.357
H -0.744 0.240 -1.439
H 0.781 -0.585 -1.874
H 0.277 -2.307 -0.108
H -1.322 -1.546 0.064
H -1.903 -2.533 -1.738
H -0.042 1.575 2.915
H -0.337 2.765 2.000
O 0.096 2.521 2.826
*
```

Summary:
* SMILES string: OCCCO.O
* LUMO energy: 0.72 eV
* molecular weight: 94.1 g/mol
* strongest force on any atom: 0.91 eV Å⁻¹
* energy above the lowest of the compared OMol25 structures with the same formula, charge and spin: 13.5 kcal per mole

=====

[7]
The following is a quantum chemistry calculation of one molecule with the formula C3H10O3S2Si at a distorted geometry, from OMol25.

The geometry in ORCA input format:
```
! RIJCOSX wB97M-V def2-TZVPD def2/J DEFGRID3
* xyz 0 3
C 2.904 -0.211 0.167
C -2.132 -0.788 -0.287
C -0.906 -0.732 0.562
O 0.160 0.956 -1.754
O -0.131 2.344 0.236
O 1.882 0.574 0.505
Si 0.422 0.881 -0.181
S -3.128 0.772 -0.235
S -0.107 -2.329 0.437
H 3.775 0.119 0.823
H 3.136 -0.193 -0.952
H 2.807 -1.271 0.443
H -2.677 -1.543 0.284
H -1.887 -1.082 -1.230
H -0.996 -0.665 1.648
H 0.254 1.738 -2.306
H -0.524 2.717 1.013
H -2.111 1.729 -0.603
H -0.742 -3.017 1.429
*
```

Summary:
* LUMO energy (spin up / spin down): 0.29 / -4.59 eV
* molecular weight: 186.3 g/mol
* strongest force on any atom: 4.57 eV Å⁻¹

=====

[8]
The following is a quantum chemistry calculation of a 3-piece molecular cluster, C3H10O4 overall at a distorted geometry, from OMol25.

The geometry in ORCA input format:
```
! RIJCOSX wB97M-V def2-TZVPD def2/J DEFGRID3
* xyz 0 1
O 0.751 -0.707 -0.940
C 0.471 0.276 -0.325
O 1.406 1.263 -0.061
C -0.755 0.357 0.602
C -0.352 -0.158 1.989
H 1.206 1.533 0.845
H -1.524 -0.278 0.173
H -1.119 1.383 0.492
H -0.114 0.632 2.705
H 0.554 -0.758 1.915
H -1.179 -0.750 2.366
H -0.055 3.999 -2.800
H 0.351 2.930 -1.825
O -0.430 3.290 -2.266
H 0.433 -3.585 -0.803
H 0.333 -4.975 -1.406
O 0.024 -4.450 -0.660
*
```

Summary:
* SMILES string: CCC(=O)O.O.O
* LUMO energy: 0.51 eV
* molecular weight: 110.1 g/mol
* strongest force on any atom: 2.34 eV Å⁻¹
* energy above the lowest of the compared OMol25 structures with the same formula, charge and spin: 15.9 kcal per mole

=====

[9]
The following is a quantum chemistry calculation of a 3-piece molecular cluster, C3H10O4S overall at a distorted geometry, from OMol25.

The geometry in ORCA input format:
```
! RIJCOSX wB97M-V def2-TZVPD def2/J DEFGRID3
* xyz 0 1
O 0.880 -1.305 2.676
C 0.552 -1.199 1.523
O 0.783 -2.172 0.616
C -0.273 -0.067 1.004
C 0.472 0.889 0.048
S -0.649 1.931 -0.888
H 1.123 -2.983 0.963
H -1.035 -0.530 0.375
H -0.679 0.447 1.865
H 1.282 0.332 -0.439
H 1.113 1.543 0.655
H -1.446 1.001 -1.497
H 3.662 -1.393 0.214
H 4.149 0.001 0.301
O 3.837 -0.645 -0.369
H -4.813 0.658 -2.296
H -4.767 2.134 -2.450
O -4.189 1.358 -2.302
*
```

Summary:
* SMILES string: O=C(O)CCS.O.O
* LUMO energy: 0.50 eV
* molecular weight: 142.2 g/mol
* strongest force on any atom: 1.88 eV Å⁻¹
* energy above the lowest of the compared OMol25 structures with the same formula, charge and spin: 9.3 kcal per mole

=====

[10]
The following is a quantum chemistry calculation of a 3-piece molecular cluster, C3H10O5 overall at a distorted geometry, from OMol25.

The geometry in ORCA input format:
```
! RIJCOSX wB97M-V def2-TZVPD def2/J DEFGRID3
* xyz 0 1
O 1.248 1.179 -1.414
C 0.109 1.486 -1.209
O -0.547 2.232 -2.159
C -0.902 1.019 -0.161
C -0.230 1.181 1.238
O -1.185 1.732 2.155
H 0.024 2.816 -2.675
H -1.179 -0.008 -0.392
H -1.756 1.695 -0.271
H 0.650 1.850 1.163
H -0.026 0.183 1.617
H -1.322 1.087 2.836
H 2.410 -1.623 -0.432
H 2.297 -1.137 1.043
O 1.970 -1.002 0.160
H -0.505 -3.975 -1.245
H -0.605 -4.801 0.034
O -0.452 -3.915 -0.287
*
```

Summary:
* SMILES string: O=C(O)CCO.O.O
* LUMO energy: 0.60 eV
* molecular weight: 126.1 g/mol
* strongest force on any atom: 2.26 eV Å⁻¹
* energy above the lowest of the compared OMol25 structures with the same formula, charge and spin: 18.1 kcal per mole